C29H64ClN2O42P3S10 | ωB97M-V with the def2-TZVPD basis set

Geometry as XYZ:
```
151
Properties=species:S:1:pos:R:3:forces:R:3
C 3.64151 2.79706 0.70436 -0.6 -0.2 0.0
O 2.93525 1.75797 0.04760 0.1 -0.2 -0.1
C 1.81031 1.34985 0.82100 0.6 -0.4 0.5
C 1.50424 -0.11842 0.57390 0.4 0.2 -1.0
C 0.63310 -0.27581 -0.68675 -0.6 -0.1 0.2
C -0.67981 -1.07676 -0.49105 2.7 0.3 -0.1
O -1.27915 -0.59313 0.70366 -0.6 -0.4 -0.7
C -2.67620 -0.78106 0.88465 -0.7 1.0 2.1
C -3.08575 0.18513 2.03551 0.5 0.3 -0.3
C -2.08251 0.25155 3.18695 -0.4 0.5 0.4
C -0.97052 1.29712 3.03800 0.5 -1.1 0.0
Cl -0.98326 2.49459 4.37464 0.0 0.1 -0.2
C -3.58512 -0.47682 -0.31936 -0.4 -0.6 -0.8
N -5.00190 -0.39341 0.07555 0.5 0.2 0.1
P -3.21785 1.02492 -1.36177 0.6 1.0 0.6
O -4.62231 1.76436 -1.57805 -0.3 -0.5 -0.3
O -2.86041 0.44668 -2.83250 -0.3 -0.4 0.3
S -1.92047 2.29065 -0.73642 0.1 0.0 0.0
P -3.09343 -2.57285 1.44398 -0.2 -1.5 -1.9
C -1.71469 -3.13035 2.51407 -0.1 0.4 -0.2
O -4.36806 -2.52898 2.49885 0.3 0.9 0.7
P -0.29832 -2.90174 -0.46098 -2.2 -1.3 0.0
N 0.48389 -3.11046 -1.97856 0.9 0.0 1.3
O 0.84071 -3.18195 0.71742 0.2 0.5 -0.5
H 2.91349 3.41800 1.23089 0.2 0.3 0.1
H 4.34532 2.39524 1.44299 0.0 0.0 0.0
H 4.16576 3.40570 -0.01639 0.1 -0.2 -0.2
H 0.96088 1.98343 0.55319 -0.1 0.1 0.3
H 2.08996 1.47025 1.87335 -0.3 0.2 0.1
H 2.46975 -0.58263 0.35969 0.1 -0.1 0.2
H 1.11664 -0.62251 1.45333 -0.3 0.1 0.0
H 1.19593 -0.73608 -1.49928 0.0 0.0 0.0
H 0.34986 0.70798 -1.05652 0.0 0.1 0.0
H -1.22719 -0.91271 -1.42367 -0.5 -0.1 0.2
H -3.19776 1.20191 1.64999 0.0 0.0 -0.2
H -4.06641 -0.06936 2.42670 0.0 -0.3 0.0
H -1.62529 -0.70248 3.42617 -0.1 -0.1 -0.1
H -2.64746 0.54149 4.07351 0.0 -0.1 0.1
H -0.93849 1.76982 2.06239 -0.3 0.4 0.1
H -0.02683 0.77332 3.14884 0.2 0.2 0.0
H -3.50933 -1.34323 -0.99891 0.4 0.1 -0.1
H -5.17130 -0.90838 0.92632 -0.1 -0.1 -0.1
H -5.55525 -0.77244 -0.67861 -0.3 0.0 0.2
H -4.83695 1.81445 -2.51802 -0.1 0.1 0.0
H -3.19309 -0.46109 -2.88319 0.1 0.0 -0.4
H -0.90956 -2.40373 2.58333 0.0 0.0 0.2
H -2.11115 -3.41733 3.48580 0.1 0.1 0.1
H -1.28750 -3.99753 2.01760 -0.1 -0.1 0.1
H -5.20134 -2.67586 2.03918 0.0 -0.5 -0.1
H 1.44961 -2.79915 -1.83301 0.0 0.3 -0.7
H 0.58302 -4.11932 -2.08944 -0.3 0.0 -0.4
H 1.65196 -3.51562 0.31551 0.2 0.1 0.2
C -2.60737 5.45609 1.25848 0.3 -0.2 -0.1
C -2.31768 5.28041 2.73204 -0.3 -0.1 0.1
O -1.51720 6.42882 3.07069 0.1 -0.1 -0.3
S -1.96304 7.67606 2.18854 0.0 -0.2 0.0
O -2.85328 8.48916 2.93825 0.0 0.2 -0.1
O -0.80500 8.22853 1.57541 0.0 0.1 0.1
O -2.80826 6.87555 1.09933 -0.1 -0.1 0.2
H -1.75693 5.16162 0.64438 0.0 0.0 0.0
H -3.48873 4.91149 0.93369 -0.1 0.2 -0.1
H -1.77492 4.36365 2.96403 0.1 0.4 0.0
H -3.23283 5.31574 3.32724 0.0 0.0 0.0
C 2.97122 7.79207 -1.46735 0.3 0.1 -0.5
C 1.93427 6.69949 -1.56227 -0.3 0.2 0.2
O 2.54380 5.57969 -0.89302 0.3 0.0 -0.2
S 3.48516 6.10331 0.28606 -0.3 0.5 -0.3
O 2.76646 6.02789 1.50779 0.3 -0.1 0.2
O 4.76992 5.52035 0.12375 0.0 0.0 0.2
O 3.55339 7.63400 -0.16298 -0.3 -0.1 0.1
H 3.76203 7.66094 -2.20893 0.0 0.0 0.0
H 2.53428 8.77971 -1.57377 0.0 0.1 0.3
H 1.68382 6.44140 -2.58720 0.2 -0.2 0.0
H 1.02687 6.96688 -1.02290 -0.1 0.1 0.0
C -9.15535 -4.30927 3.81873 -0.4 -0.3 0.1
C -8.13120 -5.41903 3.91655 0.3 0.2 0.3
O -7.89076 -5.79603 2.54984 -0.3 0.0 -0.1
S -8.02825 -4.51996 1.61108 -0.1 -0.1 0.4
O -6.73641 -3.98757 1.35479 0.0 0.2 -0.3
O -8.91747 -4.83515 0.55114 0.3 0.0 -0.1
O -8.76168 -3.56410 2.65400 0.3 0.0 0.0
H -10.15936 -4.70205 3.65105 0.0 0.0 0.0
H -9.16026 -3.66547 4.69324 0.1 0.2 -0.1
H -8.48661 -6.27164 4.48685 0.0 -0.1 -0.2
H -7.19158 -5.06258 4.34254 0.0 0.0 0.0
C 6.21269 0.21461 1.35526 -0.5 0.0 0.0
C 6.62268 0.69186 2.73158 0.4 0.2 -0.1
O 6.74379 -0.51076 3.50118 -0.3 -0.1 -0.1
S 7.25459 -1.70706 2.56128 0.0 0.2 -0.1
O 8.65151 -1.85078 2.71882 -0.2 0.3 -1.2
O 6.36652 -2.80267 2.71674 0.1 0.0 0.1
O 6.95963 -0.99049 1.15267 0.2 0.1 0.2
H 5.14801 -0.02795 1.31731 0.0 0.1 0.0
H 6.44542 0.93666 0.57730 0.1 -0.1 -0.1
H 5.89033 1.35711 3.18024 -0.1 -0.2 0.2
H 7.59667 1.18558 2.71118 0.0 0.0 0.0
C -10.71179 -5.41796 -1.95779 0.3 -0.3 0.0
C -10.34358 -4.78825 -3.28199 0.0 0.4 0.1
O -11.30716 -5.31224 -4.20602 0.0 -0.3 0.1
S -12.70218 -5.54424 -3.45392 0.2 0.0 0.1
O -13.54945 -4.43197 -3.69282 -0.1 -0.1 0.0
O -13.12759 -6.87257 -3.70630 -0.1 0.0 -0.1
O -12.14786 -5.43905 -1.95720 0.0 0.2 -0.2
H -10.35259 -6.44684 -1.89326 0.0 0.0 0.0
H -10.33926 -4.85369 -1.11113 -0.3 0.0 0.0
H -9.33637 -5.03993 -3.60089 -0.1 -0.2 -0.2
H -10.45463 -3.70207 -3.25245 0.0 0.0 0.0
C 1.15924 -3.94321 -6.42399 0.2 0.0 -0.5
C 0.06441 -4.95124 -6.69134 -0.4 0.3 0.2
O 0.55743 -6.16785 -6.10314 0.3 0.0 -0.1
S 1.43849 -5.82248 -4.82070 -0.1 0.4 -0.4
O 0.63322 -5.96338 -3.65769 0.3 -0.1 0.2
O 2.69164 -6.47908 -4.94921 -0.1 -0.2 0.2
O 1.63356 -4.26911 -5.10243 -0.3 -0.1 0.1
H 1.98731 -4.06605 -7.11622 0.0 0.0 -0.1
H 0.79946 -2.91866 -6.45450 0.0 0.0 0.3
H -0.12489 -5.09512 -7.75080 0.1 -0.2 0.0
H -0.86610 -4.67990 -6.18837 0.0 0.0 0.0
C 0.90498 12.52237 1.00636 -0.3 -0.4 0.2
C 2.21177 11.78971 1.22283 0.2 0.4 0.2
O 2.45028 11.12194 -0.02317 -0.3 -0.1 -0.1
S 1.87592 12.00510 -1.22651 0.0 0.1 0.4
O 2.93927 12.75388 -1.79212 -0.1 0.0 -0.2
O 1.03347 11.17792 -2.01344 0.2 -0.1 -0.2
O 0.97329 12.98953 -0.35097 0.3 0.0 0.0
H 0.05031 11.84923 1.09467 0.0 0.0 0.0
H 0.77796 13.36059 1.68549 0.0 0.2 -0.2
H 2.16143 11.06939 2.03401 0.0 -0.2 -0.2
H 3.03573 12.48352 1.40205 0.0 0.0 0.0
C 4.80996 -7.63278 -8.08697 0.4 -0.2 -0.1
C 5.52591 -6.69951 -7.13596 -0.4 0.0 0.5
O 5.77453 -5.51902 -7.92130 0.1 -0.2 -0.3
S 4.59169 -5.31439 -8.96903 0.2 -0.4 0.3
O 3.65715 -4.38878 -8.42911 -0.1 0.2 -0.3
O 5.14870 -5.14131 -10.25900 -0.1 0.2 0.0
O 3.95108 -6.77306 -8.85173 -0.1 0.2 0.2
H 5.50513 -8.12049 -8.77280 0.0 0.0 0.0
H 4.22349 -8.38574 -7.56843 -0.2 0.1 -0.1
H 6.46037 -7.11027 -6.76577 0.1 0.2 -0.2
H 4.88928 -6.42355 -6.29318 0.0 -0.1 0.0
C 9.01800 -1.44661 7.91579 -0.3 -0.3 0.1
C 10.25355 -2.30306 8.09650 0.3 0.3 0.1
O 10.41250 -2.96710 6.83988 -0.3 0.0 0.0
S 9.90293 -2.00954 5.65184 0.0 0.0 0.2
O 11.02146 -1.34322 5.08998 -0.1 0.0 -0.1
O 8.97976 -2.72251 4.85425 0.3 -0.5 1.1
O 9.10954 -0.96047 6.57355 0.3 0.0 0.1
H 8.10435 -2.03771 8.00647 0.0 0.0 0.0
H 8.98183 -0.61465 8.61400 0.0 0.1 -0.2
H 10.14751 -3.03031 8.89655 0.0 -0.2 -0.2
H 11.14004 -1.69057 8.27636 0.0 0.0 0.0
```
Positions in Å, forces in eV/Å.

## Properties
HOMO energy (eV): -7.97
E_tot (eV): -268820.4545
Max |F| (hartree/bohr): 0.0526
HOMO-LUMO gap (eV): 7.633